Record 1
Density functional theory data (ωB97M-V/def2-TZVPD) for 2 unconnected molecules or ions with the total composition C17H31BF9NO7S.

Computed properties:
- ΔE to the lowest compared entry with this formula, charge and spin (kcal/mol) = 0.0
- LUMO level (hartree) = 0.0199
- SMILES = CCOB(O)N(CCCCCOC(C)=O)C(=O)OCCC(F)(F)C(F)(F)S(F)(F)(F)(F)F.CC(C)O
- gap between HOMO and LUMO (Eh) = 0.3750
- multiplicity = 1

CARTESIAN COORDINATES (ANGSTROEM)
C1 2.10663 -0.80340 3.05144
C2 0.60575 -1.01627 3.37566
O1 0.16446 0.04569 4.26182
B1 -0.63205 0.95727 3.59525
O2 -1.83842 1.31559 4.20032
N1 -0.11639 1.49756 2.31917
C3 0.57441 2.80624 2.49064
C4 1.84297 2.89574 1.61579
C5 1.56563 3.23698 0.13020
C6 2.55290 2.59340 -0.88279
C7 2.69521 1.08385 -0.76213
O3 1.45032 0.41758 -1.00604
C8 1.55098 -0.57694 -1.94726
C9 1.66513 -2.03056 -1.51529
O4 1.51864 -0.30082 -3.08087
C10 -1.08648 1.50561 1.27288
O5 -1.12351 0.61437 0.51590
O6 -1.89556 2.58836 1.18967
C11 -3.12162 2.33211 0.48674
C12 -4.08850 1.58020 1.43450
C13 -4.84866 0.41278 0.74148
F1 -3.92607 -0.28453 0.07547
F2 -5.75339 0.97413 -0.07277
C14 -5.46913 -0.46632 1.87293
F3 -5.85104 0.28427 2.88092
F4 -4.46828 -1.20029 2.35361
S1 -6.82645 -1.66066 1.34090
F5 -7.38331 -1.66958 2.84686
F6 -7.83048 -0.47462 1.03478
F7 -6.28810 -1.71314 -0.14291
F8 -5.92124 -2.92087 1.70775
F9 -7.96149 -2.68152 0.92419
H1 2.53382 -0.04567 3.72207
H2 2.24864 -0.44026 2.02580
H3 2.68516 -1.71890 3.23441
H4 0.54599 -1.95930 3.93305
H5 -0.01263 -1.07032 2.47254
H6 -2.42936 0.55435 4.08494
H7 -0.07766 3.67928 2.36070
H8 0.93806 2.83057 3.53264
H9 2.48299 2.01469 1.73762
H10 2.43190 3.73202 2.03149
H11 1.68292 4.32666 0.02811
H12 0.54447 3.00900 -0.20551
H13 2.18920 2.83188 -1.89246
H14 3.52520 3.09498 -0.75584
H15 3.42507 0.75851 -1.52360
H16 3.10325 0.75554 0.20641
H17 2.15541 -2.12224 -0.53547
H18 2.30105 -2.54780 -2.24652
H19 0.69123 -2.53106 -1.48337
H20 -2.98007 1.86057 -0.48966
H21 -3.55088 3.32062 0.29050
H22 -4.87697 2.29347 1.71293
H23 -3.62682 1.26479 2.37075
C15 4.05502 -2.08073 -6.15238
C16 4.14209 -2.43413 -4.67655
C17 5.28193 -3.40525 -4.40588
O7 2.90860 -3.00963 -4.24853
H24 3.86287 -2.97455 -6.75317
H25 3.22884 -1.39123 -6.33092
H26 4.97895 -1.61780 -6.50380
H27 4.28737 -1.52495 -4.09017
H28 5.12961 -4.34162 -4.95030
H29 5.32721 -3.65659 -3.34473
H30 6.24229 -2.98170 -4.70529
H31 2.76244 -3.81539 -4.75855

Atomic forces in eV per Å
-0.137 0.059 -0.107
1.682 0.119 0.515
-1.049 -0.312 -0.789
0.725 -0.333 0.826
-0.042 -0.246 -1.154
-1.221 1.517 -0.192
1.261 -0.513 0.645
-0.271 0.851 -0.108
0.376 -0.063 -0.286
-0.555 0.436 0.481
0.718 -0.020 -0.496
0.254 -0.224 0.778
-0.326 -1.104 1.749
0.700 0.103 0.704
0.026 0.860 -2.952
1.185 1.298 1.277
-0.914 -2.339 -1.705
-0.025 -0.031 0.120
-0.467 0.446 0.211
-1.080 0.343 -0.471
1.587 1.926 1.804
-0.505 -0.852 -0.814
-0.420 -0.527 -0.600
0.743 -0.414 -0.993
-1.135 0.733 0.305
0.647 -0.423 0.089
-0.814 -1.253 1.101
0.105 -0.179 -0.282
0.469 0.211 -0.411
0.008 0.451 0.033
-0.080 0.186 -0.216
-0.040 0.261 0.080
-0.286 -0.147 -0.081
0.008 -0.222 0.194
-0.160 0.157 -0.341
-0.456 0.321 -0.029
0.170 0.010 0.162
0.027 0.197 0.723
0.004 -0.309 -0.114
-0.243 0.078 -0.214
-0.455 -0.026 0.020
-0.086 -0.248 -0.095
-0.238 -0.254 -0.089
0.168 -0.143 0.360
0.202 -0.128 0.180
-0.052 -0.431 -0.074
-0.163 0.096 0.182
-0.249 0.192 -0.132
-0.369 0.086 -0.090
-0.440 0.227 0.094
0.111 0.293 0.014
0.267 -0.217 0.384
0.289 -0.158 0.094
0.226 -0.237 0.184
0.249 0.001 -0.339
-0.107 0.237 -0.047
0.080 -0.488 -0.448
0.076 0.027 0.218
0.015 0.039 0.093
0.114 -0.047 0.049
0.045 0.027 0.060
-0.012 -0.032 -0.021
-0.193 -0.035 0.072
0.005 0.070 -0.102
0.016 0.062 -0.009
-0.006 -0.036 -0.010
0.039 0.074 0.011

***

Record 2
Density functional theory data (ωB97M-V/def2-TZVPD) for a molecular structure, C17H31BN8OPdSb.

Computed properties:
- ΔE to the lowest compared entry with this formula, charge and spin (kcal/mol) = 16.1
- LUMO level (spin up / spin down) (hartree) = -0.1282 / -0.1379
- charge = +1
- gap between HOMO and LUMO (spin up / spin down) (Eh) = 0.2681 / 0.2728
- multiplicity = 1

CARTESIAN COORDINATES (ANGSTROEM)
Pd1 0.17806 0.26725 -0.31121
C1 3.85713 -0.03400 -2.49882
C2 2.70310 -0.63259 -1.99673
N1 1.79506 0.29432 -1.69241
N2 2.35745 1.49541 -1.95715
C3 3.58634 1.32205 -2.45464
B1 1.59244 2.79999 -1.62456
N3 0.13567 2.60923 -2.11702
C4 -0.47766 3.19311 -3.15453
C5 -1.78426 2.74803 -3.20632
C6 -1.88897 1.86654 -2.13353
N4 -0.73239 1.79241 -1.47787
N5 1.61153 3.01051 -0.09010
C7 2.00409 4.09048 0.60932
C8 1.85332 3.81963 1.95348
C9 1.34491 2.51615 1.98236
N6 1.21250 2.03390 0.74874
H1 4.74963 -0.51573 -2.85891
H2 2.46981 -1.67877 -1.87227
H3 4.18512 2.17187 -2.74050
H4 2.09801 3.75165 -2.15690
H5 0.05658 3.88678 -3.78280
H6 -2.55086 3.03416 -3.90470
H7 -2.74253 1.30384 -1.79493
H8 2.36077 4.97248 0.10216
H9 2.06826 4.46854 2.78479
H10 1.06318 1.91246 2.83311
C10 -2.64924 -2.62872 3.24839
C11 -1.48113 -1.69388 2.93649
Sb1 -1.85859 -0.48918 1.23075
C12 -2.12657 -2.13989 -0.13813
C13 -1.52003 -1.83395 -1.51006
C14 -3.86604 0.15922 1.49298
C15 -4.71704 0.04900 0.23035
H11 -2.35144 -3.36529 3.99695
H12 -2.98566 -3.17877 2.36704
H13 -3.50626 -2.09050 3.65340
H14 -0.57631 -2.24020 2.66893
H15 -1.24475 -1.05112 3.78427
H16 -3.18142 -2.39117 -0.22960
H17 -1.61900 -2.98079 0.33728
H18 -2.13135 -1.13003 -2.07467
H19 -1.38639 -2.72873 -2.12128
H20 -0.52590 -1.37982 -1.39446
H21 -3.82146 1.19042 1.84305
H22 -4.26453 -0.44976 2.30385
H23 -4.32819 0.66497 -0.58050
H24 -5.73180 0.39304 0.43509
H25 -4.79164 -0.97550 -0.13131
C16 2.23454 -3.99083 0.52815
N7 2.86242 -2.76153 0.99010
C17 2.22243 -1.58311 1.03304
N8 2.87982 -0.51651 1.53333
O1 1.04215 -1.47537 0.62304
H26 1.90256 -4.61011 1.36108
H27 2.94298 -4.55449 -0.07443
H28 1.37386 -3.73573 -0.08281
H29 3.78250 -2.81794 1.39138
H30 3.85599 -0.55628 1.76760
H31 2.45918 0.39281 1.39270

Atomic forces in eV per Å
-0.225 0.200 0.117
-0.018 -0.020 0.019
-0.143 -0.113 -0.141
0.317 0.289 0.217
-0.194 -0.063 -0.045
0.047 -0.005 0.052
0.068 0.108 0.152
-0.002 0.064 0.216
0.025 0.003 0.048
-0.033 0.004 0.055
-0.108 -0.011 0.058
0.371 -0.441 0.000
0.089 -0.016 -0.121
-0.027 0.028 -0.054
-0.056 -0.019 0.022
0.016 0.171 -0.018
0.412 0.561 0.581
-0.037 0.012 -0.003
0.009 0.017 0.008
-0.035 -0.028 -0.016
-0.050 -0.176 -0.037
-0.023 0.025 0.056
0.018 -0.018 0.017
0.043 -0.047 -0.054
-0.019 -0.024 0.017
0.000 -0.014 -0.030
0.029 0.010 -0.014
0.066 -0.030 0.026
0.007 0.135 0.272
0.184 -0.507 -1.056
0.017 0.057 -0.100
0.021 -0.209 0.037
-0.065 0.323 0.026
-0.056 0.013 0.080
-0.009 0.023 -0.010
0.028 0.013 0.018
0.027 0.014 -0.016
-0.007 -0.021 0.030
0.030 -0.063 0.037
-0.003 -0.090 0.085
0.003 -0.017 -0.019
-0.004 0.016 -0.015
-0.158 -0.055 0.048
-0.260 -0.392 -0.336
-0.081 -0.012 0.035
-0.059 0.016 -0.024
-0.005 0.002 0.023
0.013 0.010 -0.001
0.015 0.009 0.012
0.011 0.029 0.013
-0.172 -0.087 0.015
0.452 0.490 0.138
-0.075 -0.182 -0.032
-0.422 -0.026 -0.324
-0.001 0.002 0.021
0.007 -0.010 -0.002
-0.001 0.018 -0.016
0.002 -0.003 0.019
0.010 -0.019 -0.050
0.010 0.058 -0.038

***

Record 3
Density functional theory data (ωB97M-V/def2-TZVPD) for a molecular structure, C17H31BrCl16NO5PSi2.

Computed properties:
- LUMO level (hartree) = -0.0105
- gap between HOMO and LUMO (Eh) = 0.2945
- multiplicity = 1

CARTESIAN COORDINATES (ANGSTROEM)
C1 5.86920 -4.08325 0.46676
O1 6.64449 -3.03962 -0.08986
C2 6.26325 -1.73470 0.30102
C3 6.23792 -0.81489 -0.91484
C4 4.98550 0.03313 -0.96479
C5 4.80754 0.90296 0.28632
C6 3.44421 0.75686 0.91863
C7 2.29532 1.00025 -0.06808
C8 1.32956 2.11492 0.38631
C9 -0.03094 1.53587 0.76742
C10 -1.09869 1.67746 -0.32645
C11 -2.45955 2.11406 0.22682
Si1 -3.66962 0.73148 0.54693
Br1 -2.77539 -1.28250 0.08468
O2 -5.02324 1.03059 -0.39300
Si2 -6.45170 0.30192 -0.03312
O3 -7.61769 1.24423 -0.71312
O4 -6.70971 0.26798 1.66048
N1 -8.03769 -0.10223 1.93838
O5 -8.17662 -0.44051 3.04106
P1 -6.65176 -1.72019 -0.93759
C12 -7.65054 -2.77188 0.20838
C13 -7.80567 -1.43002 -2.34598
H1 5.16546 -4.44142 -0.27028
H2 6.53345 -4.89209 0.70931
H3 5.34335 -3.78666 1.36050
H4 5.30275 -1.73009 0.79364
H5 6.99834 -1.36207 1.00013
H6 6.23519 -1.45928 -1.77636
H7 7.13470 -0.22158 -0.94866
H8 4.14222 -0.62730 -1.07082
H9 5.04906 0.68768 -1.81437
H10 5.00370 1.93041 0.03532
H11 5.53967 0.63756 1.03154
H12 3.33790 -0.23800 1.33047
H13 3.38737 1.44747 1.74203
H14 2.67548 1.19970 -1.05747
H15 1.72594 0.08519 -0.12982
H16 1.73750 2.58906 1.26241
H17 1.24352 2.84263 -0.40140
H18 -0.37686 2.05350 1.64668
H19 0.08346 0.49881 1.03535
H20 -0.75300 2.45509 -0.97938
H21 -1.16754 0.78632 -0.92945
H22 -2.34448 2.72741 1.10004
H23 -2.92767 2.74883 -0.51241
H24 -3.98940 0.70835 1.98300
H25 -8.26288 1.54144 -0.06231
H26 -8.66094 -2.40403 0.24533
H27 -7.24698 -2.80046 1.20097
H28 -7.66799 -3.75490 -0.22077
H29 -7.90126 -2.32537 -2.92978
H30 -7.47810 -0.59767 -2.93249
H31 -8.77306 -1.16863 -1.94426
C14 1.44633 2.94226 -3.70539
Cl1 2.30654 3.82060 -2.43633
Cl2 -0.22451 3.50597 -3.79799
Cl3 2.24572 3.22472 -5.25300
Cl4 1.46209 1.22151 -3.32273
C15 2.39700 -3.07304 0.25107
Cl5 3.28416 -2.73068 -1.23685
Cl6 0.83256 -2.25949 0.19855
Cl7 2.15761 -4.81514 0.40767
Cl8 3.32347 -2.47644 1.63117
C16 8.23240 -2.97056 4.01675
Cl9 6.76723 -2.01967 3.75116
Cl10 9.43166 -2.55375 2.79147
Cl11 8.87853 -2.61671 5.62022
Cl12 7.84453 -4.68872 3.90231
C17 -7.48719 5.18064 -1.08271
Cl13 -6.13789 4.05726 -0.94094
Cl14 -7.80036 5.51503 -2.78717
Cl15 -8.93622 4.47762 -0.34947
Cl16 -7.09416 6.68884 -0.25032

Atomic forces in eV per Å
0.542 0.067 -0.282
-0.056 -0.169 0.111
0.529 0.286 -0.476
-0.476 -0.397 0.147
0.626 0.480 0.637
-0.038 -0.470 -0.114
-0.113 0.111 -0.439
-0.020 0.441 0.657
0.120 -1.220 -0.103
-0.264 0.394 -0.381
0.361 0.483 0.647
-0.121 -0.928 -0.900
0.594 0.599 0.023
-0.274 0.334 0.051
0.212 -0.897 1.210
-1.306 0.203 -0.768
0.041 0.025 0.465
0.543 -0.017 -0.312
-0.343 -0.082 0.035
0.126 0.108 0.054
1.318 -0.740 -0.277
-0.182 0.903 -0.585
-0.308 0.176 1.178
-0.395 -0.189 -0.171
0.365 -0.465 0.167
0.066 -0.011 0.236
0.018 -0.016 -0.035
0.233 0.081 0.446
0.208 -0.315 -0.530
0.400 0.387 -0.093
-0.175 0.229 -0.149
-0.215 0.181 -0.682
0.008 0.633 -0.083
0.504 -0.101 0.340
0.124 0.250 0.081
-0.166 0.326 0.501
0.248 0.119 -0.167
-0.139 -0.167 -0.356
0.296 0.421 0.252
-0.269 0.397 -0.020
-0.282 0.186 0.446
0.024 -0.460 0.322
0.133 0.465 -0.520
-0.065 -0.355 -0.225
0.061 0.218 0.607
-0.383 0.225 -0.311
-0.298 -0.238 -0.071
-0.140 0.174 -0.239
-0.573 0.098 0.199
0.350 -0.089 0.464
0.077 -0.583 -0.091
0.128 -0.389 -0.374
0.337 0.353 -0.507
-0.478 0.102 -0.008
0.023 -0.006 -0.009
0.103 0.188 -0.212
-0.016 0.042 0.022
0.008 -0.035 -0.021
-0.105 -0.071 -0.228
-0.063 -0.042 -0.071
-0.341 -0.475 -0.150
-0.151 -0.238 0.043
-0.004 0.004 0.026
-0.956 -0.590 0.526
0.045 -0.017 -0.044
-0.068 0.019 0.093
-0.027 0.000 -0.024
0.003 0.005 0.031
-0.016 -0.021 -0.006
0.108 0.026 -0.022
0.002 0.065 0.007
-0.017 -0.003 -0.017
-0.034 -0.029 0.029
-0.006 0.025 0.014